[1]
{"formula": "C11H11ClNO", "method": "wB97M-V/def2-TZVPD", "species": ["C", "O", "C", "C", "C", "C", "C", "C", "C", "Cl", "N", "C", "C", "C", "H", "H", "H", "H", "H", "H", "H", "H", "H", "H", "H"], "coordinates": [[3.756, -0.581, 0.678], [3.163, 0.681, 0.930], [2.464, 1.230, -0.166], [1.090, 0.622, -0.296], [0.925, -0.589, -1.004], [-0.280, -1.224, -1.110], [-1.411, -0.651, -0.492], [-2.677, -1.270, -0.552], [-3.737, -0.672, 0.058], [-5.292, -1.354, 0.041], [-3.559, 0.506, 0.707], [-2.384, 1.118, 0.792], [-1.255, 0.571, 0.204], [0.007, 1.203, 0.288], [4.544, -0.743, 1.399], [3.026, -1.384, 0.810], [4.158, -0.645, -0.332], [3.041, 1.142, -1.086], [2.354, 2.285, 0.066], [1.788, -1.017, -1.490], [-0.338, -2.141, -1.670], [-2.777, -2.200, -1.078], [-4.365, 0.931, 1.149], [-2.352, 2.052, 1.326], [0.110, 2.130, 0.827]], "lowdin_charge": [-0.090, -0.153, -0.173, -0.152, 0.024, 0.019, -0.122, 0.009, -0.665, 0.813, 0.099, 0.054, -0.118, 0.059, 0.093, 0.086, 0.091, 0.133, 0.131, 0.129, 0.129, 0.133, 0.174, 0.159, 0.138], "homo_lumo_gap_ev": 8.01, "smiles": "COCc1ccc2cc(Cl)[nH+]cc2c1", "total_charge": 1, "spin_multiplicity": 1, "lumo_energy_ha": -0.174, "relative_energy_ev": 0.000, "e_tot_ha": -1015.7105}



[2]
{"formula": "C24H27N2", "method": "wB97M-V/def2-TZVPD", "species": ["C", "C", "C", "N", "C", "C", "C", "H", "H", "H", "H", "H", "H", "H", "H", "H", "C", "C", "N", "C", "C", "C", "C", "C", "C", "C", "C", "C", "C", "C", "C", "C", "C", "C", "C", "H", "H", "H", "H", "H", "H", "H", "H", "H", "H", "H", "H", "H", "H", "H", "H", "H", "H"], "coordinates": [[-2.244, -0.148, -1.740], [-2.208, -0.989, -0.528], [-1.067, -1.386, 0.226], [-1.527, -2.263, 1.191], [-2.897, -2.343, 1.158], [-3.656, -3.192, 2.091], [-3.347, -1.548, 0.103], [-3.237, 0.314, -1.852], [-1.513, 0.667, -1.685], [-2.036, -0.719, -2.665], [-0.053, -1.470, -0.184], [-0.939, -2.739, 1.866], [-4.716, -2.912, 2.038], [-3.574, -4.250, 1.799], [-3.323, -3.086, 3.132], [-4.384, -1.404, -0.184], [2.922, -0.854, 2.756], [2.734, -0.618, 1.318], [3.638, -1.029, 0.391], [4.833, -1.806, 0.689], [3.248, -0.628, -0.894], [2.011, 0.069, -0.758], [1.326, 0.426, -1.910], [1.854, 0.079, -3.165], [3.062, -0.627, -3.269], [3.779, -0.995, -2.119], [1.649, 0.024, 0.658], [0.338, 0.250, 1.148], [-0.382, 1.468, 0.845], [0.151, 2.507, 0.034], [-0.697, 3.451, -0.537], [-2.075, 3.422, -0.291], [-3.007, 4.343, -1.011], [-2.567, 2.525, 0.673], [-1.729, 1.606, 1.278], [2.130, -0.311, 3.285], [2.847, -1.919, 3.036], [3.899, -0.479, 3.103], [5.328, -2.058, -0.253], [5.529, -1.228, 1.317], [4.580, -2.738, 1.220], [0.392, 0.992, -1.832], [1.307, 0.370, -4.066], [3.445, -0.888, -4.255], [4.725, -1.540, -2.166], [0.023, -0.317, 2.032], [1.225, 2.535, -0.180], [-0.289, 4.209, -1.214], [-4.030, 4.193, -0.656], [-2.736, 5.392, -0.841], [-2.992, 4.172, -2.096], [-3.634, 2.549, 0.918], [-2.117, 0.923, 2.044]], "lowdin_charge": [-0.030, -0.245, -0.116, 0.079, -0.293, -0.024, 0.020, 0.092, 0.051, 0.102, 0.134, 0.165, 0.091, 0.096, 0.089, 0.124, 0.003, -0.178, -0.030, 0.015, -0.144, -0.121, -0.028, -0.054, -0.062, -0.001, -0.125, 0.031, -0.210, -0.017, -0.023, -0.256, -0.038, -0.023, -0.011, 0.091, 0.105, 0.106, 0.086, 0.108, 0.108, 0.085, 0.113, 0.111, 0.110, 0.129, 0.129, 0.130, 0.081, 0.095, 0.095, 0.124, 0.130], "homo_lumo_gap_ev": 6.13, "total_charge": 1, "spin_multiplicity": 1, "lumo_energy_ha": -0.166, "relative_energy_ev": 0.438, "e_tot_ha": -1039.9985}



[3]
{"formula": "H2NPS", "method": "wB97M-V/def2-TZVPD", "species": ["N", "P", "S", "H", "H"], "coordinates": [[-1.416, 0.001, 0.406], [1.729, -0.859, -0.347], [2.651, 0.791, -0.030], [-2.290, -0.347, 0.094], [-0.674, 0.414, -0.122]], "lowdin_charge": [0.079, 0.156, -0.053, -0.050, -0.132], "homo_lumo_gap_ev": [6.07, 9.41], "total_charge": 0, "spin_multiplicity": 1, "lumo_energy_ha": [-0.063, -0.052], "relative_energy_ev": 3.833, "e_tot_ha": -795.3675}



[4]
{"formula": "C5H13ClP", "method": "wB97M-V/def2-TZVPD", "species": ["C", "C", "C", "C", "C", "P", "Cl", "H", "H", "H", "H", "H", "H", "H", "H", "H", "H", "H", "H", "H"], "coordinates": [[1.500, 0.588, -0.665], [-0.962, -1.232, -0.582], [-1.117, 1.703, 0.261], [0.648, -0.313, 2.080], [1.337, -1.758, 2.052], [-0.072, 0.128, 0.151], [2.779, -1.957, 1.145], [2.215, 0.880, 0.018], [1.303, 1.245, -1.508], [2.124, -0.275, -0.930], [-0.300, -1.896, -0.977], [-1.557, -0.785, -1.485], [-1.658, -1.757, 0.102], [-2.156, 1.533, 0.750], [-1.594, 1.834, -0.733], [-0.523, 2.553, 0.498], [1.367, 0.511, 2.436], [-0.189, -0.247, 2.722], [0.660, -2.596, 1.669], [1.508, -1.860, 3.201]], "lowdin_charge": [-0.202, -0.192, -0.175, -0.218, -0.706, 0.957, 0.641, 0.018, 0.068, 0.039, 0.014, 0.117, 0.086, 0.100, 0.055, 0.040, 0.115, 0.048, 0.081, 0.113], "homo_lumo_gap_ev": 11.51, "total_charge": 1, "spin_multiplicity": 1, "lumo_energy_ha": -0.102, "relative_energy_ev": 0.878, "e_tot_ha": -999.5627}



[5]
{"formula": "C6H10O", "method": "wB97M-V/def2-TZVPD", "species": ["C", "C", "C", "C", "C", "C", "O", "H", "H", "H", "H", "H", "H", "H", "H", "H", "H"], "coordinates": [[-1.363, -1.311, -0.922], [-0.559, -0.258, -0.204], [0.169, 0.847, -1.005], [1.456, 0.583, -0.180], [0.705, -0.462, 0.679], [-0.151, 0.189, 1.755], [-1.276, 0.282, 0.946], [-2.243, -0.854, -1.393], [-0.772, -1.794, -1.709], [-1.706, -2.074, -0.218], [0.276, 0.630, -2.073], [-0.292, 1.832, -0.889], [1.845, 1.427, 0.394], [2.257, 0.140, -0.772], [1.175, -1.435, 0.848], [0.496, 1.557, 2.036], [-0.017, 0.699, 2.707]], "lowdin_charge": [0.001, -0.454, -0.079, -0.138, -0.177, -0.133, -0.040, 0.091, 0.088, 0.088, 0.111, 0.119, 0.089, 0.102, 0.139, 0.156, 0.039], "homo_lumo_gap_ev": 9.05, "total_charge": 0, "spin_multiplicity": 1, "lumo_energy_ha": 0.037, "relative_energy_ev": 4.527, "e_tot_ha": -309.6760}



[6]
{"formula": "H4O2", "method": "wB97M-V/def2-TZVPD", "species": ["H", "H", "H", "H", "O", "O"], "coordinates": [[1.956, 0.440, -0.353], [1.007, -0.704, -0.448], [-1.357, -0.617, 0.565], [-1.187, 0.878, 0.211], [1.214, 0.004, 0.108], [-1.633, -0.001, -0.083]], "lowdin_charge": [0.058, 0.000, -0.007, 0.087, -0.046, -0.092], "homo_lumo_gap_ev": 11.92, "smiles": "O.O", "total_charge": 0, "spin_multiplicity": 1, "lumo_energy_ha": 0.031, "relative_energy_ev": 0.309, "e_tot_ha": -152.8636}



What did the third record say?
{"formula": "H2NPS", "method": "wB97M-V/def2-TZVPD", "species": ["N", "P", "S", "H", "H"], "coordinates": [[-1.416, 0.001, 0.406], [1.729, -0.859, -0.347], [2.651, 0.791, -0.030], [-2.290, -0.347, 0.094], [-0.674, 0.414, -0.122]], "lowdin_charge": [0.079, 0.156, -0.053, -0.050, -0.132], "homo_lumo_gap_ev": [6.07, 9.41], "total_charge": 0, "spin_multiplicity": 1, "lumo_energy_ha": [-0.063, -0.052], "relative_energy_ev": 3.833, "e_tot_ha": -795.3675}



Repeat the fourth record exactly.
{"formula": "C5H13ClP", "method": "wB97M-V/def2-TZVPD", "species": ["C", "C", "C", "C", "C", "P", "Cl", "H", "H", "H", "H", "H", "H", "H", "H", "H", "H", "H", "H", "H"], "coordinates": [[1.500, 0.588, -0.665], [-0.962, -1.232, -0.582], [-1.117, 1.703, 0.261], [0.648, -0.313, 2.080], [1.337, -1.758, 2.052], [-0.072, 0.128, 0.151], [2.779, -1.957, 1.145], [2.215, 0.880, 0.018], [1.303, 1.245, -1.508], [2.124, -0.275, -0.930], [-0.300, -1.896, -0.977], [-1.557, -0.785, -1.485], [-1.658, -1.757, 0.102], [-2.156, 1.533, 0.750], [-1.594, 1.834, -0.733], [-0.523, 2.553, 0.498], [1.367, 0.511, 2.436], [-0.189, -0.247, 2.722], [0.660, -2.596, 1.669], [1.508, -1.860, 3.201]], "lowdin_charge": [-0.202, -0.192, -0.175, -0.218, -0.706, 0.957, 0.641, 0.018, 0.068, 0.039, 0.014, 0.117, 0.086, 0.100, 0.055, 0.040, 0.115, 0.048, 0.081, 0.113], "homo_lumo_gap_ev": 11.51, "total_charge": 1, "spin_multiplicity": 1, "lumo_energy_ha": -0.102, "relative_energy_ev": 0.878, "e_tot_ha": -999.5627}